Computed, not measured: C7H12N2O4S2 in the gas phase at a distorted geometry, with ωB97M-V with the def2-TZVPD basis set.

The calculation puts the molar mass at 252.32 g/mol. Its structure (SMILES) is C=C/C(=C/C)OSC(=C(N)N)S(=O)(=O)O. As for the energy above the lowest of the compared OMol25 structures with the same formula, charge and spin: 1.2969 eV. Its LUMO energy is 0.34 eV.

Last column: Löwdin charge in e.
Geometry (Å):
C  3.429  -1.416  1.107  0.016
C  2.704  -1.238  0.029  -0.171
C  1.881  -0.028  -0.175  -0.406
C  -1.922  0.574  0.754  -0.422
C  0.216  1.227  -1.580  -0.083
C  1.105  0.068  -1.289  -0.139
C  -0.816  -0.285  0.858  -0.616
N  -3.056  0.150  0.105  0.174
N  -2.105  1.771  1.502  0.122
O  -1.484  -1.754  -1.216  -0.314
O  1.684  0.784  0.926  -0.410
O  -1.974  -2.736  0.995  -0.208
O  0.484  -2.467  0.099  -0.263
S  0.420  0.247  1.962  1.028
S  -0.782  -1.847  0.081  0.665
H  4.192  -2.233  1.171  0.073
H  3.390  -0.828  2.041  0.069
H  2.849  -1.727  -0.879  0.092
H  0.594  1.590  -2.521  0.069
H  0.223  1.955  -0.686  0.107
H  -0.796  0.730  -1.716  0.082
H  1.314  -0.560  -2.171  0.134
H  -2.932  -0.777  -0.191  0.044
H  -3.929  0.556  0.308  0.105
H  -1.256  2.110  1.938  0.058
H  -2.769  2.367  1.006  0.108
H  -1.630  -3.665  0.987  0.085

Cartesian forces, eV/Å:
1.8 -1.3 1.6
0.4 2.9 0.4
-1.3 -1.5 -0.5
-2.1 0.1 1.3
-1.0 -0.8 1.5
1.8 1.0 0.6
0.4 1.1 1.1
2.6 1.4 0.7
0.2 -2.3 -2.0
1.1 0.2 1.9
-0.3 0.3 -0.3
2.5 0.1 -0.8
0.1 -1.1 0.9
0.1 -0.9 -0.8
-3.9 0.0 -1.5
-0.9 0.6 -0.2
-0.3 -0.1 -0.9
0.2 -1.4 -1.1
-0.3 0.9 -0.3
-0.1 -0.9 -1.8
0.8 1.2 -0.1
-0.1 -0.1 0.8
-0.9 -1.2 -1.0
-0.9 0.2 0.2
-0.2 0.4 -0.2
0.7 0.3 0.6
-0.4 0.9 0.1